Entry 1:
Density functional theory data (ωB97M-V with the def2-TZVPD basis set) for a 2-piece molecular cluster, C13H24FNO6S overall.

Summary:
Structure (SMILES): C=CC(=O)OCCCCCCNS(=O)(=O)F.CCOC(C)=O
LUMO level in eV: 0.1839
Kohn-Sham gap in eV: 10.18
ΔE to the lowest compared entry with this formula, charge and spin in kJ/mol: 0.0

Each line ends with the Mulliken charge.
Geometry (Å):
H: 3.257 2.396 0.607  0.37
O: -2.923 2.041 -1.965  -0.60
H: 2.519 -2.237 0.544  0.32
C: -2.891 2.394 1.512  -0.69
N: 2.113 -2.878 -0.133  -0.28
C: 0.994 5.709 1.520  -1.07
C: -2.929 1.652 -0.822  0.74
H: 1.511 -4.352 1.260  0.45
C: 1.189 2.978 0.586  -0.32
H: -1.234 -1.599 0.053  0.19
H: -3.005 3.148 2.277  0.34
H: 1.617 5.474 0.662  0.34
H: -3.288 -1.042 -1.529  0.31
H: -2.222 1.572 1.728  0.20
C: 0.159 -4.487 -0.424  -0.79
C: -1.493 -2.935 -1.641  -0.96
C: -3.441 2.467 0.308  -0.33
H: -2.205 -3.455 -0.994  0.27
C: -2.312 -0.556 -1.442  -0.96
O: -1.034 4.936 2.480  -0.54
F: 2.702 -4.481 -1.856  -0.21
H: 0.830 2.038 0.168  0.23
C: -0.222 -3.790 -1.736  -0.62
C: 2.504 2.764 1.305  -1.06
S: 3.416 -3.699 -0.708  1.18
C: -0.050 4.668 1.848  0.79
O: 0.142 3.386 1.474  -0.32
H: -0.268 -1.173 -1.370  0.34
C: 1.055 -3.687 0.524  -0.88
H: 0.586 -3.139 -2.073  0.41
O: -2.395 0.464 -0.441  -0.21
C: -1.238 -1.551 -1.038  0.07
H: -0.758 -4.692 0.133  0.44
H: -4.251 3.143 0.069  0.38
H: 0.453 -2.969 1.080  0.40
H: 1.281 3.679 -0.244  0.37
H: 0.635 -5.444 -0.633  0.38
H: 2.381 2.033 2.104  0.31
H: 2.877 3.686 1.751  0.31
H: 1.633 5.834 2.395  0.28
O: 4.298 -2.771 -1.310  -0.58
H: 0.480 6.648 1.333  0.31
H: -0.344 -4.537 -2.520  0.38
H: -1.940 -2.840 -2.633  0.46
H: -2.077 -0.106 -2.405  0.39
O: 3.888 -4.689 0.196  -0.56



Entry 2:
Density functional theory data (ωB97M-V with the def2-TZVPD basis set) for C33H67BrN4O8S2 as an isolated structure.

Summary:
LUMO level (alpha / beta) in eV: 1.9975 / 1.9792
Kohn-Sham gap (alpha / beta) in eV: 8.03 / 8.54
Total charge: -1
Multiplicity: 4
⟨S²⟩: 3.762

Each line ends with the Mulliken charge.
Geometry (Å):
H: 2.841 -0.526 -0.047  -0.04
H: 3.701 0.271 -2.721  0.15
H: 6.293 -0.655 -0.253  0.27
H: 1.263 -0.216 2.174  0.18
C: -5.200 0.798 1.720  -2.13
H: 6.667 -0.417 -2.459  0.34
O: 0.942 -2.667 -5.854  -0.48
H: 3.731 -2.486 3.466  0.42
H: 7.109 1.757 -3.536  0.43
S: 2.142 -3.574 -3.014  1.49
C: -0.975 -1.686 -0.798  -2.37
C: -1.724 -3.745 3.884  -1.96
C: -0.134 -0.724 -1.637  2.97
C: 0.638 -1.449 -2.728  -1.35
H: -2.601 0.355 -0.724  0.21
H: -1.132 -1.306 0.215  0.56
H: 2.767 -2.729 1.143  0.20
C: 4.530 0.567 -0.763  2.23
C: -8.165 2.904 0.361  -0.45
H: 5.383 2.085 -3.658  0.39
H: 4.889 -0.902 0.766  0.40
O: 1.330 -2.539 -2.103  -0.34
H: -2.459 1.869 -1.595  0.48
H: -7.327 5.075 1.930  0.31
H: -2.306 -3.139 3.196  0.36
C: -5.086 5.051 -0.618  -2.00
H: 1.400 -0.800 -3.168  0.04
H: -1.267 1.458 -0.364  0.21
C: 2.758 -2.834 3.815  -1.79
C: 7.426 1.915 -0.883  -1.71
N: 1.016 -4.283 -3.886  -0.37
H: 2.962 -0.547 2.527  0.31
H: -7.866 4.801 -0.648  0.35
C: -6.088 2.030 1.567  1.92
H: 2.635 -2.515 4.852  0.34
H: -7.009 3.442 -1.367  0.41
C: -7.301 3.894 -0.415  -1.30
H: -5.603 5.096 2.317  0.33
H: -4.251 1.059 2.189  0.55
H: 1.131 -2.167 0.852  -0.90
C: -6.425 2.538 2.970  -1.77
H: 2.410 0.956 -0.900  -0.15
C: -6.022 4.305 0.329  1.90
H: -6.808 1.698 3.551  0.45
H: 7.200 4.085 -2.357  0.42
C: 1.939 -0.702 2.872  -1.62
C: -1.884 1.045 -1.170  -1.52
H: 5.863 0.552 0.968  0.35
H: -0.873 -3.816 1.407  0.17
H: -4.986 0.335 0.762  0.30
C: 0.472 -4.743 4.453  -1.90
H: 8.304 2.332 -1.379  0.46
H: -7.967 1.012 1.401  0.40
C: -6.331 5.228 1.517  -1.80
H: -0.501 -2.662 -0.738  0.33
O: -0.407 -4.733 -5.806  -0.60
H: -1.963 -1.825 -1.251  0.52
S: 0.765 -4.017 -5.400  0.91
H: -5.716 0.075 2.355  0.41
H: -0.234 -5.473 4.849  0.52
C: 6.188 2.324 -1.683  1.56
H: -4.854 4.463 -1.500  0.37
H: 0.869 -4.174 5.294  0.31
N: 4.911 2.009 -0.956  0.49
C: 3.117 0.517 -0.202  -1.02
H: -8.997 2.586 -0.272  0.37
H: -6.272 6.264 1.185  0.48
H: -5.574 5.978 -0.925  0.46
Br: 2.445 -5.136 -6.446  -0.32
C: -1.008 0.391 -2.234  0.64
H: 0.316 1.078 -3.842  0.35
C: 4.543 -0.116 -2.140  -0.76
H: 0.606 -0.225 -1.001  -1.23
C: 5.831 0.115 -2.922  -0.82
H: -1.813 -3.316 4.883  0.46
O: -4.598 2.523 -0.148  -0.43
H: -0.015 -1.810 -3.530  0.63
O: -0.541 -1.529 3.135  -0.62
H: 0.627 1.827 -2.267  0.27
H: 3.037 1.050 0.746  0.74
H: 7.381 2.321 0.129  0.35
H: 5.717 -0.312 -3.920  0.41
O: 3.937 2.770 -1.279  -0.65
H: 1.210 -4.532 0.369  0.28
H: -8.615 3.386 1.234  0.30
N: -5.324 3.046 0.762  0.33
C: -0.160 -4.365 2.025  -1.23
H: -2.134 -4.757 3.900  0.45
H: 4.360 -1.185 -2.000  0.22
H: 1.289 -5.298 3.995  0.29
O: 2.622 -4.508 -2.043  -0.76
H: -0.774 2.314 -3.217  0.44
H: -7.180 3.317 2.987  0.31
H: 1.823 -0.233 3.850  0.62
C: 1.737 -2.794 1.506  0.49
H: -4.149 5.299 -0.116  0.45
H: 6.184 4.354 -0.928  0.45
H: 7.568 0.841 -0.818  0.30
O: 3.086 -2.811 -3.781  -0.56
C: -7.359 1.679 0.784  -1.27
C: -0.261 -3.830 3.458  1.91
C: 6.247 3.835 -1.885  -1.91
H: -1.653 -0.072 -2.994  0.35
H: -7.067 1.115 -0.107  0.38
C: 6.146 1.604 -3.039  -1.24
H: -5.529 2.911 3.467  0.38
H: 1.936 -4.913 1.912  0.46
N: 0.300 -2.433 3.469  0.49
C: 5.462 -0.144 0.231  -1.99
H: -0.478 -5.412 2.029  0.45
C: 1.684 -2.209 2.926  1.70
C: -0.159 1.456 -2.934  -1.57
H: 5.436 4.185 -2.516  0.37
C: 1.235 -4.232 1.418  -0.68
H: 2.771 -3.919 3.785  0.30



Entry 3:
Density functional theory data (ωB97M-V with the def2-TZVPD basis set) for C9H6AuCl5N2S as an isolated structure.

Summary:
LUMO level in eV: 0.1541
Kohn-Sham gap in eV: 8.71
ΔE to the lowest compared entry with this formula, charge and spin in kJ/mol: 0.0

Each line ends with the Mulliken charge.
Geometry (Å):
Cl: 3.373 -2.542 -1.525  -0.21
Cl: -2.611 -4.093 -0.810  -0.18
H: -0.620 1.361 0.082  -0.03
N: -0.497 2.198 0.639  0.08
H: 1.401 4.333 1.887  0.21
H: -1.028 5.220 1.596  0.31
S: 2.207 1.944 0.527  -0.43
C: 0.726 2.676 0.888  0.40
C: 1.279 -4.233 -1.703  -0.50
H: -0.970 3.966 2.854  0.29
C: -0.956 -3.661 -1.015  -0.59
Cl: -1.640 -1.264 0.015  -0.25
C: 0.836 -2.005 -0.795  -1.21
Cl: 2.393 -5.374 -2.352  -0.18
C: -1.524 3.205 0.881  -0.49
H: -1.825 3.681 -0.055  0.29
H: -2.399 2.771 1.359  0.33
N: 0.610 3.886 1.460  -0.21
C: -0.060 -4.584 -1.547  0.81
C: -0.778 4.182 1.800  -0.48
C: -0.491 -2.399 -0.654  1.26
Cl: -0.601 -6.154 -1.997  -0.18
C: 1.698 -2.960 -1.326  1.11
Au: 1.478 -0.154 -0.208  -0.15



What is the formula in the second record? C33H67BrN4O8S2